i) Entry from the Open Molecules 2025 dataset: a cluster of 2 separate species, C7H16N in total (ωB97M-V/def2-TZVPD).

## Properties
HOMO level = -12.07 eV
Kohn-Sham gap = 4.96 eV
Net charge = +1

Structure (XYZ):
```
24
C7H16N ωB97M-V/def2-TZVPD
C 1.23257 -1.48490 2.23477
C -0.18899 -1.11539 2.65614
C -0.99706 -1.54013 1.23924
C -0.33858 -0.77032 0.17952
C 0.14784 -1.33071 -1.00263
C -0.24838 0.62003 0.24943
C -1.58154 1.39963 0.71753
N 1.55336 3.24041 -5.25173
H 1.36171 -2.27198 1.51657
H 1.88275 -1.67626 3.00559
H 1.58191 -0.51948 1.68048
H -0.44122 -1.63067 3.58028
H -2.03424 -1.21666 1.31026
H -1.00141 -2.60573 0.89850
H 0.63124 -0.80419 -1.80030
H -0.09707 -2.38107 -1.05714
H 0.41623 0.94434 -0.55502
H 0.87375 4.00286 -5.04257
H -1.63283 1.20902 1.80195
H -2.45340 0.93578 0.25984
H -1.65137 2.42329 0.54869
H -0.42749 0.02351 2.82319
H 2.47511 3.59540 -5.43949
H 1.48767 2.61978 -4.41275
```

---

ii) Entry from the Open Molecules 2025 dataset: the ion C7H16N with charge +1 (ωB97M-V/def2-TZVPD).

## Properties
SMILES = C=C(C)CC[C@H](C)[NH3+]
HOMO level = -12.41 eV
Kohn-Sham gap = 8.84 eV
Net charge = +1

Structure (XYZ):
```
24
C7H16N ωB97M-V/def2-TZVPD
C 0.24101 2.59670 -0.24477
C 0.10210 1.27192 0.52918
C 0.98156 0.18409 -0.00718
C 0.45222 -1.26720 0.32764
C 0.14413 -2.61445 -1.67446
C -0.42990 -1.83676 -0.76022
C -1.86257 -1.42980 -0.77086
N 0.41638 1.55689 1.97970
H 1.28894 2.88408 -0.16900
H -0.43504 3.41093 0.00427
H 0.02493 2.35411 -1.28560
H -0.93603 0.93617 0.48872
H 1.10482 0.22414 -1.08622
H 1.99534 0.15553 0.41360
H 1.36856 -1.83426 0.50731
H -0.02519 -1.30624 1.31482
H -0.44533 -3.18375 -2.38884
H 1.20747 -2.71080 -1.82869
H -2.45164 -2.19781 -1.27420
H -2.25146 -1.40068 0.25329
H -2.06753 -0.50275 -1.30928
H 0.33869 0.65796 2.46459
H 1.40582 1.77630 2.10710
H -0.16729 2.27567 2.40911
```

---

It is i) that is the least stable of them.

---

i) Entry from the Open Molecules 2025 dataset: a structure of composition C3H12N2O2 (ωB97M-V/def2-TZVPD).

## Properties
HOMO level = -7.94 eV
Kohn-Sham gap = 5.17 eV

Structure (XYZ):
```
19
C3H12N2O2 ωB97M-V/def2-TZVPD
C 0.92036 -1.83424 0.27957
C -0.06104 -0.75322 0.50677
C -0.45513 0.00555 -0.62717
N -1.16299 1.13388 -0.55544
N -0.39088 -0.35836 1.72891
H 1.77420 -1.74626 0.94485
H 0.50876 -2.84207 0.20692
H 1.27224 -1.58519 -0.73321
H -0.21593 -0.42019 -1.62317
H -1.01188 1.62635 0.40738
H -0.93091 1.76929 -1.31708
H -0.54559 0.69551 1.85979
H -0.98888 -0.88618 2.35430
H 1.35443 -0.99490 -3.42746
H 2.86000 0.93594 -1.22922
O 1.16924 -0.93323 -2.48239
H 2.20869 0.76475 -0.93844
H -0.58324 2.99484 1.64890
O -0.73828 2.07508 1.43361
```

---

ii) Entry from the Open Molecules 2025 dataset: a cluster of 2 separate species, C3H12N2O2 in total (ωB97M-V/def2-TZVPD).

## Properties
SMILES = NC[C@@H](N)CO.O
HOMO level = -9.59 eV
Kohn-Sham gap = 10.28 eV

Structure (XYZ):
```
19
C3H12N2O2 ωB97M-V/def2-TZVPD
N 1.70460 0.54093 -1.34613
C 0.64984 -0.10598 -0.55121
C -0.67494 -0.24855 -1.31385
O -0.97971 0.82947 -2.23200
C 1.13929 -1.49638 -0.17934
N 0.11046 -2.31217 0.46505
H 1.43302 1.49986 -1.54865
H 2.50534 0.66800 -0.73511
H 0.42658 0.46748 0.35663
H -0.88644 -1.16452 -1.87670
H -1.47936 -0.26408 -0.56968
H -0.13086 1.24896 -2.40064
H 1.47172 -1.94973 -1.12471
H 1.99584 -1.46097 0.49595
H 0.51149 -3.19219 0.77176
H -0.58770 -2.63654 -0.19724
H -2.46585 2.58461 3.48567
H -2.51197 3.95328 4.20048
O -2.23137 3.03851 4.29972
```

---

It is i) that is the least stable of them.